Record 1
68
Properties=species:S:1:pos:R:3 method="wB97M-V/def2-TZVPD" total_charge=-2 lumo_ev=4.44 homo_energy_ev=-0.4875 e_above_lowest_kcal_mol=45.1 orbital_gap_ev=4.9
Pd -0.19 0.71 0.54
C -2.53 -3.47 -0.92
Sb -1.49 -1.88 0.33
C -1.35 -0.79 -1.57
C -3.48 -1.31 1.12
C -4.52 -0.65 0.28
C -5.24 -1.40 -0.65
C -6.24 -0.85 -1.43
C -6.56 0.49 -1.29
C -5.87 1.25 -0.35
C -4.86 0.71 0.44
C -4.18 1.60 1.45
Sb -2.16 2.12 0.89
C -2.83 3.44 -0.68
C -1.94 3.62 2.40
H -3.21 -3.07 -1.69
H -3.09 -4.16 -0.27
H -1.75 -4.05 -1.42
H -2.18 -0.08 -1.65
H -1.41 -1.51 -2.39
H -0.40 -0.29 -1.66
H -3.24 -0.76 2.03
H -3.81 -2.31 1.40
H -5.00 -2.45 -0.75
H -6.78 -1.47 -2.14
H -7.35 0.94 -1.88
H -6.13 2.30 -0.22
H -4.14 1.17 2.45
H -4.69 2.57 1.50
H -3.46 4.23 -0.26
H -3.42 2.86 -1.39
H -1.98 3.88 -1.20
H -2.89 4.14 2.54
H -1.17 4.31 2.08
H -1.63 3.10 3.30
S 1.39 3.27 0.88
C 1.18 3.09 -0.78
N 0.37 2.26 -1.40
C 0.37 2.44 -2.77
C -0.42 1.74 -3.69
C -0.34 2.05 -5.04
C 0.51 3.05 -5.50
C 1.31 3.75 -4.61
C 1.23 3.44 -3.25
S 2.06 4.15 -1.91
H -1.09 0.97 -3.34
H -0.95 1.50 -5.75
H 0.56 3.28 -6.56
H 1.97 4.54 -4.95
C 3.73 1.55 3.18
C 3.85 0.88 1.83
O 2.87 -0.14 1.72
P 1.87 -0.20 0.43
O 2.66 0.22 -0.77
Te -0.40 0.13 2.99
O 1.70 -1.84 0.41
C 2.85 -2.65 0.28
C 3.22 -3.27 1.61
H 4.45 2.36 3.28
H 3.88 0.82 3.98
H 2.72 1.95 3.29
H 4.84 0.42 1.71
H 3.74 1.61 1.02
H 3.68 -2.06 -0.13
H 2.61 -3.43 -0.45
H 3.48 -2.48 2.32
H 4.06 -3.95 1.49
H 2.37 -3.81 2.02

Record 2
98
Properties=species:S:1:pos:R:3 method="wB97M-V/def2-TZVPD" total_charge=+1 lumo_ev=-2.42 homo_energy_ev=-11.2019 e_above_lowest_kcal_mol=0.0 orbital_gap_ev=8.8
C 1.25 -4.38 1.31
C 0.66 -3.84 0.24
C 1.49 -3.39 -0.96
N 2.58 -2.48 -0.57
C 3.93 -3.04 -0.57
C 4.55 -3.01 -2.00
S 4.75 -4.68 -2.71
C 3.38 -4.83 -3.78
N 2.32 -5.55 -3.63
N 1.56 -5.36 -4.76
C 2.21 -4.54 -5.51
O 3.37 -4.15 -4.95
C 2.20 -1.23 -0.32
N 0.93 -0.85 -0.38
C 0.91 0.46 -0.09
C -0.40 1.17 -0.08
C -0.70 1.99 -1.35
C -2.15 2.54 -1.22
C -3.06 2.07 -2.38
C -4.53 1.99 -1.92
C -5.25 0.77 -2.54
C -5.34 -0.45 -1.59
C -4.14 -0.62 -0.63
C -3.80 -2.11 -0.41
C -4.93 -2.87 0.30
C -4.40 -3.78 1.44
C -4.38 -3.01 2.77
O -4.35 -3.85 3.91
C -5.59 -4.51 4.13
N 2.12 0.91 0.16
C 2.37 2.34 0.48
C 2.70 2.45 2.03
O 2.68 1.20 2.67
C 1.42 0.82 3.19
C 1.01 1.59 4.47
N 3.02 -0.15 0.05
S 4.67 -0.04 0.34
O 5.36 -0.44 -0.82
O 4.92 -0.71 1.56
F 4.91 1.45 0.55
H 0.81 -4.34 2.29
H 2.23 -4.84 1.18
H -0.41 -3.69 0.20
H 0.88 -2.98 -1.75
H 1.94 -4.30 -1.38
H 3.80 -4.10 -0.35
H 4.59 -2.66 0.19
H 5.53 -2.56 -2.03
H 3.89 -2.43 -2.66
H 1.93 -4.14 -6.47
H -1.17 0.42 0.12
H -0.40 1.87 0.76
H -0.63 1.40 -2.26
H -0.01 2.84 -1.41
H -2.58 2.12 -0.30
H -2.15 3.62 -1.08
H -2.72 1.07 -2.64
H -2.93 2.77 -3.21
H -5.02 2.93 -2.21
H -4.61 1.93 -0.83
H -4.73 0.48 -3.46
H -6.27 1.08 -2.78
H -6.27 -0.38 -1.03
H -5.38 -1.34 -2.22
H -4.43 -0.21 0.34
H -3.24 -0.13 -1.00
H -2.91 -2.15 0.22
H -3.58 -2.53 -1.40
H -5.50 -3.47 -0.41
H -5.64 -2.18 0.75
H -3.39 -4.12 1.19
H -5.05 -4.65 1.50
H -5.23 -2.33 2.83
H -3.47 -2.41 2.84
H -5.67 -4.76 5.19
H -6.42 -3.88 3.81
H -5.65 -5.43 3.53
H 3.20 2.66 -0.13
H 1.55 2.99 0.23
H 1.98 3.15 2.47
H 3.66 2.94 2.14
H 0.62 0.90 2.45
H 1.51 -0.24 3.45
H -0.02 1.93 4.34
H 1.05 0.98 5.37
H 1.60 2.50 4.56
C 2.80 8.19 0.03
C 4.21 7.93 0.56
C 4.83 6.65 0.00
C 4.03 5.48 0.36
N 3.40 4.56 0.64
H 2.11 7.40 0.32
H 2.41 9.12 0.43
H 2.80 8.26 -1.06
H 4.17 7.87 1.65
H 4.85 8.77 0.31
H 5.84 6.51 0.40
H 4.91 6.70 -1.09